No. 1
C10H5F7NO4V as an isolated structure at a distorted geometry, computed with ωB97M-V/def2-TZVPD.

```
28
C10H5F7NO4V ωB97M-V/def2-TZVPD
V 0.014 -0.484 -1.981
O -0.642 1.264 -1.464
C -0.811 1.616 -0.247
C -0.121 1.138 0.848
C -0.256 1.746 2.131
C 0.581 1.319 3.166
C 1.467 0.224 3.072
C 1.696 -0.297 1.821
C 0.791 0.025 0.780
O 0.612 -0.892 -0.136
N 0.575 2.010 4.424
O -0.316 2.874 4.666
O 1.452 1.756 5.216
H -1.627 2.276 0.059
H -0.898 2.543 2.461
H 2.192 -0.029 3.834
H 2.495 -1.028 1.636
F 2.168 -2.339 -3.240
C 1.817 -0.984 -2.954
F 1.713 -0.297 -4.230
H 2.650 -0.560 -2.418
F -1.282 -2.184 -4.022
C -1.352 -1.702 -2.731
F -0.814 -2.684 -1.898
C -2.700 -1.380 -2.287
F -3.200 -0.473 -3.140
F -3.493 -2.524 -2.394
F -2.711 -0.934 -0.972
```

Calculated values
Gap between HOMO and LUMO (alpha / beta)   6.34 / 7.10 eV
LUMO energy (alpha / beta)   -7.263 / -6.551 eV
Spin multiplicity   2
F_max   0.084 hartree/bohr
Charge   +1
Highest occupied orbital energy (alpha / beta)   -13.6 / -13.7 eV
⟨S²⟩   0.820

Atomic partial charges in e from the natural (NBO) method, atoms 1 to 5: number 1, V, carries 1.548; number 2, O, carries -0.631; number 3, C, carries 0.438; number 4, C, carries -0.302; number 5, C, carries -0.063

No. 2
C10H6CeNO5 as an isolated structure at a distorted geometry, computed with ωB97M-V/def2-TZVPD.

```
23
C10H6CeNO5 ωB97M-V/def2-TZVPD
O -0.994 -0.548 2.880
C -0.614 -0.266 1.799
Ce 0.001 -0.039 -0.008
C 0.617 0.199 -1.814
O 1.008 0.297 -2.941
C 0.058 -2.210 -0.345
O 0.506 -2.656 -1.386
C -1.810 -0.110 -0.640
O -2.901 -0.350 -1.034
C 1.816 -0.210 0.594
O 2.913 -0.506 0.933
H -0.401 -2.697 0.641
C -0.093 5.194 0.694
C -0.622 4.351 1.668
C -0.587 2.971 1.462
N -0.044 2.477 0.330
C 0.476 3.270 -0.630
C 0.461 4.656 -0.464
H -0.112 6.288 0.841
H -1.065 4.707 2.591
H -0.976 2.223 2.168
H 0.887 2.748 -1.505
H 0.888 5.258 -1.261
```

Calculated values
Gap between HOMO and LUMO (alpha / beta)   5.69 / 5.83 eV
LUMO energy (alpha / beta)   -11.352 / -11.208 eV
Energy relative to the best compared isomer or geometry (same formula, charge and spin)   1589.4 kJ/mol
Spin multiplicity   2
F_max   0.367 hartree/bohr
Charge   +2
Highest occupied orbital energy (alpha / beta)   -17.0 / -17.0 eV
⟨S²⟩   0.755

Atomic partial charges in e from the Löwdin method, atoms 1 to 5: number 1, O, carries 0.285; number 2, C, carries -0.249; number 3, Ce, carries 0.878; number 4, C, carries -0.217; number 5, O, carries 0.283

No. 3
C10H6EuNO5 as an isolated structure at a distorted geometry, computed with ωB97M-V/def2-TZVPD.

```
23
C10H6EuNO5 ωB97M-V/def2-TZVPD
O -0.042 4.223 -1.880
C -0.028 3.077 -1.856
Eu 0.013 0.104 -1.321
C 0.018 -2.521 -1.956
O 0.020 -3.668 -2.070
C -0.062 -0.484 -3.807
O -0.102 -0.934 -4.895
C 2.600 0.012 -2.103
O 3.737 -0.019 -2.254
C -2.558 -0.018 -2.110
O -3.693 -0.080 -2.259
H 0.074 0.683 -3.479
C 0.002 -0.046 3.911
C 0.173 1.166 3.228
C 0.168 1.145 1.834
N 0.002 -0.018 1.165
C -0.165 -1.195 1.810
C -0.169 -1.244 3.203
H 0.003 -0.058 5.002
H 0.309 2.120 3.734
H 0.296 2.053 1.229
H -0.293 -2.089 1.185
H -0.305 -2.209 3.688
```

Calculated values
Gap between HOMO and LUMO (alpha / beta)   5.76 / 6.03 eV
LUMO energy (alpha / beta)   -4.290 / -4.182 eV
Spin multiplicity   8
F_max   0.077 hartree/bohr
Charge   +1
Highest occupied orbital energy (alpha / beta)   -10.0 / -10.2 eV
⟨S²⟩   15.764

Atomic partial charges in e from the natural (NBO) method, atoms 1 to 5: number 1, O, carries -0.417; number 2, C, carries 0.512; number 3, Eu, carries 0.890; number 4, C, carries 0.480; number 5, O, carries -0.439

No. 4
C10H6IrNS4 as an isolated structure at a distorted geometry, computed with ωB97M-V/def2-TZVPD.

```
22
C10H6IrNS4 ωB97M-V/def2-TZVPD
Ir 0.350 -0.070 1.730
S 2.003 1.267 -2.258
C 3.194 1.680 -1.098
C 2.831 1.332 0.167
C 1.549 0.707 0.238
C 0.995 0.614 -1.023
C -0.306 0.018 -1.233
C -0.943 -0.121 -2.466
C -2.188 -0.712 -2.520
C -2.788 -1.159 -1.347
C -2.106 -0.992 -0.161
N -0.900 -0.420 -0.102
H 4.104 2.161 -1.418
H 3.460 1.516 1.027
H -0.455 0.235 -3.364
H -2.693 -0.826 -3.470
H -3.762 -1.626 -1.351
H -2.519 -1.318 0.784
S -0.001 -0.816 6.192
C 0.034 -0.586 4.537
S -0.539 0.825 3.732
S 0.681 -1.710 3.405
```

Calculated values
Gap between HOMO and LUMO (alpha / beta)   7.07 / 5.71 eV
LUMO energy (alpha / beta)   -0.418 / -2.541 eV
Energy relative to the best compared isomer or geometry (same formula, charge and spin)   3.2 kJ/mol
Spin multiplicity   5
F_max   0.045 hartree/bohr
Highest occupied orbital energy (alpha / beta)   -7.5 / -8.2 eV
⟨S²⟩   6.022

Atomic partial charges in e from the natural (NBO) method, atoms 1 to 5: number 1, Ir, carries 0.928; number 2, S, carries 0.440; number 3, C, carries -0.389; number 4, C, carries -0.267; number 5, C, carries -0.355

No. 5
C10H7DyN2O5 as an isolated structure at a distorted geometry, computed with ωB97M-V/def2-TZVPD.

```
25
C10H7DyN2O5 ωB97M-V/def2-TZVPD
O 1.900 1.899 -5.066
C 1.206 1.762 -4.173
Dy 0.208 0.296 0.115
O -1.321 2.078 -2.219
C -0.922 1.380 -1.420
C -1.645 0.009 1.420
O -2.452 0.044 2.192
C 1.276 -1.385 1.062
O 1.992 -2.109 1.581
C -0.749 -1.618 -1.123
O -1.059 -2.478 -1.803
H 1.476 -0.030 -1.312
N 0.672 0.593 3.428
C 1.054 1.711 2.765
C 1.581 2.811 3.419
C 1.959 3.936 2.699
C 1.817 3.979 1.312
C 1.289 2.879 0.647
N 0.937 1.803 1.418
H 0.273 -0.274 3.045
H 0.792 0.597 4.434
H 1.674 2.736 4.482
H 2.367 4.787 3.229
H 2.109 4.855 0.737
H 1.161 2.868 -0.433
```

Calculated values
Gap between HOMO and LUMO (alpha / beta)   6.36 / 6.53 eV
LUMO energy (alpha / beta)   -9.994 / -9.828 eV
Energy relative to the best compared isomer or geometry (same formula, charge and spin)   98.5 kJ/mol
Spin multiplicity   6
F_max   0.161 hartree/bohr
Charge   +2
Highest occupied orbital energy (alpha / beta)   -16.4 / -16.4 eV
⟨S²⟩   9.321

Atomic partial charges in e from the Löwdin method, atoms 1 to 5: number 1, O, carries 0.064; number 2, C, carries 0.012; number 3, Dy, carries 0.992; number 4, O, carries 0.224; number 5, C, carries -0.118

No. 6
C10H7N3SScSe2Te2 as an isolated structure at a distorted geometry, computed with ωB97M-V/def2-TZVPD.

```
26
C10H7N3SScSe2Te2 ωB97M-V/def2-TZVPD
Sc -2.265 0.308 -0.644
N 1.561 -0.335 0.983
C 2.108 -0.333 -0.290
C 3.418 -0.346 -0.756
C 3.582 -0.328 -2.125
C 2.490 -0.297 -3.005
C 1.192 -0.287 -2.543
C 1.014 -0.305 -1.162
N -0.154 -0.297 -0.410
C 0.223 -0.309 0.865
C -0.751 -0.305 1.942
C -0.558 -0.340 3.288
S -2.060 -0.361 4.095
C -2.866 -0.304 2.599
N -2.079 -0.279 1.563
H 2.081 -0.338 1.845
H 4.262 -0.369 -0.080
H 4.584 -0.335 -2.532
H 2.682 -0.285 -4.069
H 0.345 -0.273 -3.217
H 0.374 -0.359 3.829
H -3.943 -0.280 2.516
Se -4.474 -0.873 -1.174
Te -5.366 1.300 -0.137
Te -3.782 3.162 -1.306
Se -1.617 2.769 -0.075
```

Calculated values
Gap between HOMO and LUMO   6.86 eV
LUMO energy   -3.769 eV
Energy relative to the best compared isomer or geometry (same formula, charge and spin)   21.5 kJ/mol
F_max   0.026 hartree/bohr
Charge   +1
Highest occupied orbital energy   -10.6 eV

Atomic partial charges in e from the natural (NBO) method, atoms 1 to 5: number 1, Sc, carries 1.336; number 2, N, carries -0.495; number 3, C, carries 0.166; number 4, C, carries -0.237; number 5, C, carries -0.177

No. 7
A 2-piece molecular cluster, C10H8 overall at a distorted geometry, computed with ωB97M-V/def2-TZVPD.

```
18
C10H8 ωB97M-V/def2-TZVPD
C 1.619 2.254 0.368
C 1.425 1.361 1.388
C 1.313 1.917 -0.938
C 0.816 0.128 1.134
C 0.731 0.692 -1.206
C 0.482 -0.248 -0.228
C -1.162 -3.930 -0.211
C -0.877 -2.443 -0.035
C -2.228 -3.207 -0.209
C -0.276 -1.443 -0.362
H 2.288 3.087 0.613
H 1.370 1.692 2.387
H 1.400 2.593 -1.835
H 0.579 -0.586 1.906
H 0.572 0.360 -2.210
H -3.281 -2.841 -0.247
H -2.357 0.656 -0.215
H -2.412 -0.041 -0.099
```

Calculated values
Gap between HOMO and LUMO (alpha / beta)   8.08 / 8.08 eV
LUMO energy (alpha / beta)   -0.578 / -0.578 eV
Energy relative to the best compared isomer or geometry (same formula, charge and spin)   537.6 kJ/mol
F_max   0.061 hartree/bohr
Highest occupied orbital energy (alpha / beta)   -8.7 / -8.7 eV

Atomic partial charges in e from the natural (NBO) method, atoms 1 to 5: number 1, C, carries -0.184; number 2, C, carries -0.234; number 3, C, carries -0.220; number 4, C, carries -0.122; number 5, C, carries -0.149

No. 8
C10H8AuCl2F6IN5O as an isolated structure at a distorted geometry, computed with ωB97M-V/def2-TZVPD.

```
34
C10H8AuCl2F6IN5O ωB97M-V/def2-TZVPD
Au 0.119 -0.147 0.100
C -1.702 3.661 1.045
C -0.623 2.565 1.107
O -0.802 1.645 0.124
C 0.775 3.227 0.957
F 1.758 2.302 0.884
F 0.850 3.920 -0.183
F 1.085 4.051 1.946
C -0.686 1.906 2.510
F 0.250 0.936 2.645
F -1.859 1.295 2.695
F -0.520 2.760 3.506
H -1.721 4.092 0.048
H -1.500 4.438 1.780
H -2.671 3.207 1.235
N 0.962 -1.888 0.118
C 1.898 -2.577 -0.076
N 2.792 -3.414 -0.154
C 3.892 -3.715 -0.722
N 4.901 -3.973 -1.220
Cl -4.327 -1.597 2.568
C -2.716 -1.964 1.954
Cl -2.420 -1.091 0.419
H -2.650 -3.031 1.746
H -1.973 -1.636 2.678
I 2.439 4.172 -3.962
C 2.323 2.492 -2.742
C 3.393 1.744 -2.271
N 2.868 0.764 -1.531
N 1.535 0.832 -1.504
C 1.173 1.873 -2.225
H 4.448 1.862 -2.432
H 3.366 0.042 -1.031
H 0.143 2.149 -2.334
```

Calculated values
Gap between HOMO and LUMO (alpha / beta)   4.37 / 4.38 eV
LUMO energy (alpha / beta)   -8.109 / -8.107 eV
Energy relative to the best compared isomer or geometry (same formula, charge and spin)   121.2 kJ/mol
F_max   0.059 hartree/bohr
Charge   +1
Highest occupied orbital energy (alpha / beta)   -12.5 / -12.5 eV

Atomic partial charges in e from the natural (NBO) method, atoms 1 to 5: number 1, Au, carries 1.472; number 2, C, carries -0.625; number 3, C, carries 0.083; number 4, O, carries -0.695; number 5, C, carries 0.952